9
Properties=species:S:1:pos:R:3:forces:R:3 method="wB97M-V/def2-TZVPD" homo_energy_ev="-10.313 / -9.332" energy_ev=-8189.7834 de_lowest_kcal_mol=100.3
C 1.255 -0.295 -0.525 3.953 -0.868 -0.166
C 0.616 -0.738 0.692 2.788 0.188 -0.892
C 0.456 0.430 -1.304 -2.523 1.087 0.028
C -0.747 0.565 -0.742 1.100 -2.568 0.433
C -1.872 0.889 -0.121 -1.282 2.235 -0.888
N -0.614 -0.566 0.725 -1.163 0.178 -0.029
N -2.708 1.245 0.581 -1.618 0.494 0.652
H 2.317 -0.470 -0.778 -0.642 -0.071 0.325
H 1.297 -1.059 1.471 -0.614 -0.675 0.538

=====

171
Properties=species:S:1:pos:R:3:forces:R:3 method="wB97M-V/def2-TZVPD" homo_energy_ev=-8.061 energy_ev=-80062.7831
C 1.157 0.131 -4.230 0.820 0.000 -0.079
C 1.302 0.470 -2.740 -1.397 0.650 0.558
C 0.600 1.871 -2.513 0.559 0.011 1.151
C 0.119 2.145 -1.059 -0.297 -1.087 -0.235
C -0.771 0.965 -0.569 1.478 0.183 -0.167
C 0.026 -0.393 -0.588 -1.119 1.985 -0.503
N 0.483 -0.529 -2.007 -1.573 1.871 0.832
O 0.940 -1.794 -2.213 0.642 -1.959 -0.351
C 1.144 -0.435 0.412 0.709 -0.002 1.113
C -1.011 -1.460 -0.186 0.925 -0.538 -1.234
C 2.777 0.481 -2.289 -0.140 -0.971 0.234
H 1.610 0.932 -4.814 -0.206 0.241 -0.072
H 0.121 -0.022 -4.531 -0.002 0.182 0.175
H 1.726 -0.752 -4.521 -0.049 -0.202 0.264
H 1.381 2.612 -2.680 -0.075 0.164 -0.497
H -0.252 2.089 -3.158 0.180 -0.487 -0.409
H -0.496 3.044 -1.022 0.215 0.203 -0.138
H 1.014 2.317 -0.460 -0.184 -0.105 0.412
H -1.615 0.928 -1.258 -0.021 -0.386 -0.136
H -1.207 1.116 0.418 0.251 0.167 0.185
H 1.827 0.414 0.416 -0.029 -0.048 -0.399
H 0.786 -0.457 1.442 -0.434 -0.017 0.065
H 1.714 -1.359 0.321 0.153 0.018 -0.302
H -1.764 -1.549 -0.969 -0.325 0.197 0.138
H -0.494 -2.420 -0.179 -0.109 -0.207 0.367
H -1.451 -1.264 0.792 0.063 0.103 -0.172
H 3.478 0.967 -2.967 -0.264 0.325 0.032
H 3.096 -0.560 -2.233 0.041 -0.227 -0.289
H 2.914 0.790 -1.253 -0.093 0.624 -0.240
H 0.113 -2.210 -2.468 0.285 -0.692 -0.305
C 0.088 0.006 11.334 -0.425 -0.586 -0.218
C -1.423 -0.102 10.904 1.125 -0.728 0.331
C -2.294 -0.693 12.053 0.985 -0.792 -1.013
C -2.546 0.211 13.176 -0.568 1.874 1.272
C -3.178 1.518 12.695 -0.338 -1.055 -1.065
C -2.389 2.181 11.528 -0.341 0.495 -0.013
N -2.007 1.183 10.542 -1.605 -1.826 0.649
O -1.500 1.687 9.366 0.968 0.785 -0.459
C -3.360 3.165 10.833 -1.020 0.375 -0.208
C -1.242 2.979 12.094 0.663 0.824 -0.151
C -1.544 -1.114 9.711 0.100 0.587 -0.143
H 0.638 0.718 10.718 -0.207 0.278 0.145
H 0.605 -0.940 11.172 -0.160 -0.261 -0.048
H 0.208 0.201 12.400 -0.035 0.403 -0.061
H -3.197 -1.064 11.569 -0.238 0.010 0.244
H -1.779 -1.518 12.544 0.180 -0.560 -0.723
H -1.635 0.389 13.748 0.284 0.178 -0.110
H -3.208 -0.248 13.909 -0.184 -0.139 -0.037
H -3.489 2.192 13.494 0.595 0.306 -0.057
H -4.123 1.203 12.251 -0.294 -0.010 -0.155
H -4.047 3.616 11.549 0.220 0.126 0.381
H -2.987 3.994 10.232 0.840 -0.084 0.304
H -4.057 2.706 10.131 0.115 -0.762 0.065
H -0.799 3.601 11.316 -0.191 0.258 -0.086
H -1.695 3.614 12.856 0.472 0.246 0.144
H -0.370 2.449 12.477 -0.456 -0.438 0.375
H -0.743 -1.125 8.971 0.271 0.736 0.115
H -2.453 -0.867 9.162 -0.204 -0.316 0.070
H -1.540 -2.161 10.013 -0.416 0.096 0.538
H -2.203 1.584 8.720 -0.140 -0.023 -0.089
C -7.994 -1.116 7.290 0.557 -0.149 1.066
C -8.472 -0.468 6.011 -0.587 -0.515 -0.558
O -7.322 -0.239 5.231 0.922 0.014 -0.270
H -8.691 -1.319 8.103 -0.626 0.427 -0.365
H -7.183 -0.564 7.766 -0.038 0.460 -0.182
H -7.539 -2.096 7.142 -0.081 -0.051 -0.698
H -9.062 0.448 6.027 0.107 0.282 1.008
H -9.146 -1.145 5.485 -0.043 -0.467 -0.052
H -7.545 0.057 4.345 -0.203 -0.001 0.054
C 7.874 -2.015 4.423 -0.934 0.985 -0.159
C 9.190 -2.665 4.203 0.618 1.007 -0.287
O 9.141 -3.991 4.606 0.237 -1.445 0.377
H 7.110 -2.480 3.800 -0.194 -0.242 0.425
H 7.828 -0.956 4.168 0.438 0.136 -0.301
H 7.639 -2.003 5.488 -0.329 -0.489 -0.006
H 9.943 -2.102 4.755 0.330 -0.023 0.023
H 9.494 -2.664 3.156 -0.096 0.097 -0.093
H 9.408 -4.060 5.525 -0.079 -0.039 0.003
C -4.350 -7.714 4.950 -0.221 0.520 0.057
C -5.459 -7.084 4.113 -0.008 0.650 -0.474
O -6.766 -7.406 4.546 -0.215 -0.599 1.027
H -4.230 -8.794 4.860 -0.122 0.125 0.087
H -4.469 -7.388 5.983 -0.516 -0.522 0.231
H -3.410 -7.202 4.743 0.130 -0.254 -0.677
H -5.455 -7.293 3.043 0.768 -0.315 -0.119
H -5.303 -6.009 4.204 -0.052 0.309 -0.022
H -7.431 -7.035 3.961 0.238 0.087 -0.110
C 7.456 0.178 -9.230 0.200 -1.569 -0.678
C 8.745 0.884 -9.562 -0.780 -0.731 0.004
O 8.539 2.231 -9.258 0.914 1.192 0.161
H 7.193 0.095 -8.175 0.098 0.561 -0.042
H 7.587 -0.851 -9.564 -0.244 -0.342 -0.059
H 6.651 0.589 -9.839 -0.171 0.110 0.293
H 8.979 0.743 -10.617 -0.059 0.049 -0.250
H 9.588 0.423 -9.047 0.062 0.550 0.472
H 8.094 2.615 -10.017 -0.021 0.181 0.099
C 0.255 -9.734 -0.228 -0.137 0.111 0.028
C -1.132 -10.365 -0.302 1.195 -0.189 0.275
O -1.185 -11.305 0.786 -0.142 0.462 -0.376
H 0.410 -9.265 0.744 -0.115 0.097 -0.010
H 0.341 -8.976 -1.006 0.085 0.071 0.006
H 1.066 -10.451 -0.354 -0.190 -0.172 -0.105
H -1.222 -10.847 -1.276 -0.223 -0.316 -0.008
H -1.866 -9.560 -0.268 -0.345 -0.159 0.398
H -2.044 -11.727 0.860 -0.129 0.098 -0.208
C 7.425 7.769 -1.451 0.274 -0.419 0.259
C 6.189 8.631 -1.132 0.361 -0.652 -0.133
O 5.416 8.758 -2.310 -0.052 0.274 -0.375
H 8.184 7.625 -0.682 -0.263 0.434 0.527
H 8.005 8.121 -2.305 -0.284 0.354 -0.186
H 7.133 6.747 -1.691 -0.346 0.065 -0.166
H 6.414 9.641 -0.790 0.338 -0.102 0.409
H 5.523 8.141 -0.421 0.282 0.025 0.223
H 5.956 9.349 -2.839 -0.313 0.023 -0.565
C -4.700 8.346 -3.324 -1.107 -0.739 0.220
C -3.728 9.369 -3.762 0.691 -0.012 0.597
O -3.682 9.382 -5.149 -0.373 0.139 -1.748
H -4.833 8.327 -2.242 0.424 -0.190 0.108
H -4.380 7.385 -3.724 -0.187 -0.179 0.282
H -5.708 8.550 -3.685 0.025 0.075 -0.374
H -2.745 9.044 -3.421 0.141 0.495 0.580
H -4.038 10.335 -3.364 0.420 0.293 0.054
H -2.791 9.470 -5.495 -0.025 0.109 0.263
C -4.562 5.153 -9.523 0.865 -0.183 -0.340
C -5.343 6.060 -10.435 -0.807 0.155 0.862
O -6.074 6.979 -9.604 -0.506 0.005 -0.683
H -4.195 4.267 -10.041 0.025 -0.059 -0.064
H -5.172 4.827 -8.681 -0.056 0.091 -0.101
H -3.683 5.683 -9.156 0.056 -0.040 0.268
H -6.075 5.460 -10.975 -0.271 0.221 0.050
H -4.779 6.608 -11.190 0.405 -0.087 0.116
H -5.504 7.394 -8.953 0.289 -0.095 -0.092
C 0.158 -4.253 -12.531 -0.301 0.398 -0.351
C 0.378 -5.571 -13.260 0.538 -0.812 0.937
O -0.792 -6.407 -13.203 0.113 0.459 -0.326
H -0.026 -4.461 -11.477 -0.413 -0.045 -0.025
H -0.675 -3.720 -12.989 -0.267 -0.090 0.263
H 0.962 -3.518 -12.502 0.487 -0.390 -0.428
H 1.148 -6.117 -12.716 0.412 0.017 -0.029
H 0.736 -5.556 -14.289 -0.438 0.492 -0.050
H -0.822 -6.769 -12.315 -0.130 -0.030 0.011
C 6.432 -6.728 0.323 0.442 1.444 -0.823
O 7.546 -7.393 0.827 0.479 -1.328 0.527
H 5.772 -6.309 1.083 -0.272 -0.387 0.038
H 6.833 -5.888 -0.243 -0.350 0.521 -0.190
H 5.924 -7.323 -0.436 -0.130 -0.384 0.521
H 7.913 -6.943 1.591 -0.162 0.148 -0.058
C -4.018 7.738 4.272 0.002 -0.917 0.850
O -4.242 9.128 4.391 0.276 -0.087 -0.382
H -3.594 7.300 5.176 0.152 0.233 0.463
H -4.942 7.173 4.145 -0.141 0.071 -0.519
H -3.284 7.451 3.520 -0.311 0.672 -0.425
H -4.978 9.253 4.994 0.022 0.028 0.013
C 4.443 -7.423 -6.181 -1.073 0.389 0.668
O 4.732 -6.062 -5.852 0.852 -0.091 -0.638
H 3.404 -7.469 -6.506 -0.139 -0.321 -0.079
H 5.040 -7.839 -6.992 0.375 0.608 0.157
H 4.553 -8.039 -5.289 0.093 -0.260 -0.068
H 4.064 -5.697 -5.267 -0.111 -0.319 -0.038
C 2.297 8.084 -8.795 -0.922 -0.398 0.242
O 1.679 8.760 -7.679 0.190 -0.057 -0.877
H 2.261 6.999 -8.696 0.392 -0.166 0.531
H 1.638 8.206 -9.654 0.038 0.652 0.042
H 3.304 8.402 -9.064 -0.018 0.222 0.293
H 2.138 8.620 -6.848 0.313 -0.255 -0.216
C -3.629 -4.734 -6.045 -0.205 -0.194 0.886
O -2.455 -5.506 -6.208 0.180 0.177 -0.450
H -3.455 -4.033 -5.228 0.118 0.128 -0.170
H -3.941 -4.188 -6.935 0.084 -0.026 -0.072
H -4.420 -5.397 -5.693 -0.417 0.106 -0.189
H -2.586 -6.002 -7.019 0.241 -0.189 -0.001

=====

14
Properties=species:S:1:pos:R:3:forces:R:3 method="wB97M-V/def2-TZVPD" homo_energy_ev=-8.801 energy_ev=-8267.0914 de_lowest_kcal_mol=51.5
C 0.633 -1.657 1.397 0.087 -0.080 0.132
N 0.141 -0.842 0.304 -0.074 0.167 -0.098
C 0.322 0.491 0.266 -0.141 -0.090 -0.162
O 1.050 1.144 1.114 0.015 -0.012 0.032
N -0.151 1.367 -0.595 0.032 -0.139 0.063
C -0.951 1.081 -1.757 -0.093 -0.044 -0.110
H 1.023 -2.604 1.012 -0.058 0.146 0.072
H -0.147 -1.863 2.140 0.122 0.030 -0.115
H 1.442 -1.109 1.882 -0.111 -0.120 -0.049
H -0.526 -1.238 -0.340 0.087 0.089 0.065
H 0.617 2.028 0.277 0.030 0.034 0.028
H -1.222 2.022 -2.243 0.044 -0.157 0.071
H -0.414 0.466 -2.495 -0.073 0.094 0.100
H -1.890 0.566 -1.499 0.134 0.081 -0.029

=====

109
Properties=species:S:1:pos:R:3:forces:R:3 method="wB97M-V/def2-TZVPD" homo_energy_ev=-7.884 energy_ev=-296379.7912 smiles=C[Si](C)(C)c1ccc(O)c2nccnc12.ClCCCl.ClCCCl.ClCCCl.ClCCCl.ClCCCl.ClCCCl.ClCCCl.ClCCCl.ClCCCl.ClCCCl
C -6.007 1.518 3.516 0.449 0.066 -0.509
Si -5.582 1.518 1.679 -0.343 0.348 -0.379
C -6.190 -0.035 0.790 -0.348 0.041 0.363
C -6.495 3.014 0.933 0.122 -0.248 0.038
C -3.732 1.897 1.500 -0.152 -0.036 0.024
C -3.348 3.195 1.745 0.234 -0.059 -0.030
C -1.998 3.611 1.686 -0.348 -0.365 0.086
C -1.031 2.696 1.371 0.433 0.496 -0.070
O 0.285 3.041 1.296 -0.118 -0.231 -0.055
C -1.359 1.343 1.084 0.213 0.471 0.209
N -0.346 0.490 0.762 -0.870 -0.158 -0.024
C -0.753 -0.725 0.518 0.305 0.036 -0.291
C -2.102 -1.152 0.606 -0.217 0.298 0.070
N -3.074 -0.346 0.938 0.412 0.089 -0.056
C -2.714 0.957 1.170 -0.270 -0.125 0.060
H -5.868 0.526 3.948 -0.153 0.092 0.210
H -5.325 2.227 3.994 0.016 -0.124 0.109
H -7.009 1.912 3.669 -0.112 -0.326 0.063
H -6.322 -0.816 1.548 0.226 -0.142 -0.155
H -5.505 -0.392 0.025 0.039 -0.021 0.069
H -7.180 0.124 0.336 0.682 0.015 0.252
H -7.237 2.646 0.227 0.019 0.044 -0.069
H -7.058 3.556 1.696 0.156 0.132 -0.004
H -5.830 3.689 0.393 -0.046 0.076 0.088
H -4.097 3.939 1.997 0.020 -0.011 -0.001
H -1.731 4.637 1.913 0.015 -0.008 -0.055
H 0.387 3.966 1.542 0.052 0.009 0.020
H -0.002 -1.437 0.220 -0.121 0.271 -0.007
H -2.346 -2.186 0.387 -0.004 -0.008 0.043
Cl 3.983 -2.674 2.656 0.006 0.024 0.001
C 2.737 -3.652 3.477 -0.009 -0.076 0.081
C 1.625 -4.058 2.545 -0.090 -0.116 0.029
Cl 0.630 -2.670 2.033 0.492 -0.386 0.529
H 2.361 -3.075 4.318 0.000 0.072 -0.055
H 3.236 -4.540 3.861 0.008 -0.013 -0.053
H 0.959 -4.757 3.050 0.011 0.026 0.039
H 2.009 -4.537 1.647 0.013 0.080 -0.033
Cl 4.143 -0.833 -1.861 0.000 0.007 -0.020
C 5.292 -0.875 -0.498 -0.001 -0.136 0.190
C 6.385 0.142 -0.673 -0.083 0.070 -0.086
Cl 7.490 -0.270 -2.021 -0.041 0.004 -0.029
H 5.675 -1.889 -0.410 0.003 0.000 -0.101
H 4.725 -0.642 0.403 -0.030 0.064 -0.033
H 6.992 0.199 0.230 0.008 -0.003 -0.017
H 5.941 1.120 -0.864 0.411 -0.394 -0.189
Cl 5.123 2.741 0.544 -0.460 0.316 0.435
C 3.906 3.696 -0.344 -0.126 -0.067 -0.118
C 3.689 5.056 0.268 0.034 0.072 -0.129
Cl 2.890 4.963 1.860 0.049 0.052 0.062
H 2.985 3.117 -0.373 0.006 -0.020 0.105
H 4.276 3.809 -1.363 0.050 0.057 0.030
H 3.041 5.646 -0.379 -0.028 -0.046 -0.006
H 4.629 5.588 0.396 0.008 -0.045 0.077
Cl -9.833 2.301 2.706 -0.054 0.009 -0.041
C -10.841 1.148 1.791 -0.040 -0.022 0.079
C -10.000 0.187 0.989 -0.029 -0.145 0.032
Cl -9.166 0.992 -0.363 -0.623 0.128 -0.252
H -11.519 1.713 1.156 0.079 0.060 -0.024
H -11.431 0.597 2.521 0.046 -0.042 0.001
H -10.627 -0.589 0.553 -0.055 0.046 0.010
H -9.246 -0.289 1.615 0.065 0.073 -0.035
Cl 2.449 -4.783 -3.353 -0.038 -0.034 0.057
C 1.295 -3.671 -4.144 0.164 -0.076 0.126
C 1.193 -2.357 -3.420 0.007 0.189 0.036
Cl 0.416 -2.480 -1.805 0.334 -0.120 -0.594
H 0.337 -4.172 -4.205 -0.008 -0.050 0.006
H 1.654 -3.506 -5.156 0.130 -0.079 0.247
H 0.585 -1.666 -4.001 -0.076 -0.053 0.013
H 2.172 -1.910 -3.275 0.000 -0.073 0.096
Cl -6.968 4.804 4.803 -0.038 0.004 -0.013
C -7.346 4.574 6.530 0.004 0.070 0.093
C -6.997 3.191 7.021 0.062 -0.012 0.063
Cl -8.050 1.941 6.315 -0.082 0.011 0.075
H -8.403 4.787 6.670 -0.013 -0.047 -0.056
H -6.768 5.314 7.082 0.039 -0.031 -0.006
H -7.126 3.145 8.101 -0.042 0.034 -0.007
H -5.967 2.931 6.786 -0.024 0.006 -0.093
Cl 12.765 0.298 -0.598 0.082 -0.036 0.043
C 12.053 -0.769 -1.834 -0.012 0.007 -0.146
C 10.925 -1.602 -1.282 -0.078 0.009 -0.047
Cl 11.500 -2.829 -0.120 0.001 0.002 0.019
H 12.848 -1.390 -2.239 0.022 -0.020 0.088
H 11.675 -0.126 -2.627 -0.063 0.025 0.056
H 10.435 -2.139 -2.093 0.030 -0.002 -0.009
H 10.185 -0.985 -0.781 0.037 0.011 0.030
Cl 10.191 2.324 -1.482 -0.018 0.001 -0.026
C 8.977 3.221 -2.429 -0.039 -0.039 -0.089
C 8.693 4.574 -1.828 0.040 0.131 -0.048
Cl 7.839 4.441 -0.268 0.114 0.094 -0.097
H 8.079 2.610 -2.491 0.020 -0.031 0.082
H 9.382 3.342 -3.433 0.031 0.049 0.022
H 8.052 5.151 -2.493 -0.029 -0.060 -0.017
H 9.611 5.133 -1.665 0.007 -0.039 0.063
Cl -1.419 -4.893 0.844 -0.040 -0.090 -0.112
C -1.917 -6.340 -0.074 -0.083 -0.052 0.023
C -0.978 -6.639 -1.215 0.084 -0.165 -0.084
Cl -1.078 -5.443 -2.534 -0.260 -0.215 0.187
H -2.935 -6.190 -0.423 0.026 0.094 -0.018
H -1.912 -7.170 0.631 0.048 -0.025 -0.035
H -1.232 -7.602 -1.655 -0.047 -0.007 0.049
H 0.054 -6.676 -0.876 0.009 0.098 -0.031
Cl 0.555 -2.168 -6.811 -0.191 0.209 -0.403
C -0.318 -3.028 -8.110 -0.024 0.047 -0.167
C -1.499 -3.804 -7.588 -0.084 0.010 -0.031
Cl -1.004 -5.194 -6.589 0.002 0.007 0.022
H 0.393 -3.675 -8.617 0.029 -0.029 0.087
H -0.659 -2.272 -8.816 -0.037 0.018 0.043
H -2.071 -4.202 -8.425 0.045 -0.006 -0.024
H -2.154 -3.176 -6.989 0.048 -0.005 0.049

=====

18
Properties=species:S:1:pos:R:3:forces:R:3 method="wB97M-V/def2-TZVPD" homo_energy_ev=-3.659 energy_ev=-9459.2937 de_lowest_kcal_mol=17.0 charge=-1
C -1.519 -1.620 3.540 0.796 1.822 0.135
C -1.271 -0.697 2.310 -0.316 -1.060 0.177
H -0.604 -1.731 4.122 0.285 -0.461 -0.231
H -2.131 -1.079 4.272 -0.661 -0.565 -0.326
H -1.896 -2.576 3.198 -0.200 -0.109 0.394
H -0.338 -0.954 1.820 0.068 0.028 -0.005
H -1.275 0.376 2.488 -0.030 -0.075 0.264
H -2.061 -0.943 1.603 -0.020 0.383 -0.261
C 0.128 -0.144 -0.896 -0.120 1.404 1.734
C 0.504 -1.183 -1.920 0.503 -0.221 -0.144
C 0.746 1.249 -1.226 1.219 -1.160 -0.076
O 2.013 1.213 -1.237 -0.568 0.590 -0.119
O -0.043 2.173 -1.470 -0.067 0.491 0.004
H -0.895 0.119 -0.589 -0.357 -0.822 -1.071
H 0.541 -0.411 0.087 0.337 -0.152 -0.293
H -0.177 -2.037 -1.969 -0.075 0.118 -0.268
H 1.496 -1.575 -1.669 -0.138 -0.051 0.202
H 0.712 -0.718 -2.889 -0.656 -0.159 -0.117

=====

16
Properties=species:S:1:pos:R:3:forces:R:3 method="wB97M-V/def2-TZVPD" homo_energy_ev="-8.912 / -10.154" energy_ev=-16095.3440 de_lowest_kcal_mol=119.1
C -1.315 -0.846 -1.130 -0.555 2.107 1.893
C -0.417 2.455 -0.057 0.282 -0.938 0.503
C 0.796 -0.925 1.511 -3.477 0.421 0.204
N -0.035 -0.212 -1.223 -1.823 0.507 -1.262
O 2.253 0.512 -0.497 1.193 0.998 0.549
P 1.211 -0.461 -0.227 1.141 -2.548 0.812
H -1.130 -1.816 -1.522 -0.305 -1.581 0.510
H -1.799 -0.625 -0.108 0.817 -1.511 -0.934
H -2.086 -0.438 -1.758 0.146 0.615 -0.980
H -0.625 1.540 0.471 -0.722 0.211 -0.111
H 0.510 2.877 0.150 1.664 0.441 0.330
H -1.011 3.077 -0.658 -1.295 0.023 -0.672
H 0.674 -0.154 2.319 0.117 -0.341 -1.141
H -0.219 -1.574 1.521 2.324 1.365 -0.175
H 1.581 -1.551 1.815 1.111 -1.009 0.399
H 1.615 -1.860 -0.606 -0.619 1.240 0.075